C19H45AgBrN3O4 as an isolated structure, computed with wB97M-V/def2-TZVPD.

The geometry in XYZ format:
```
73
Properties=species:S:1:pos:R:3:mulliken_charge:R:1
Ag -4.0723 3.7390 3.1517 0.950
Br -1.4468 2.6249 0.0071 0.010
C 1.6803 5.9153 -5.1247 -1.316
C 1.1312 6.9472 -4.1167 0.425
C -0.3662 7.1115 -4.3420 -0.718
O -0.5832 7.5066 -5.6695 -0.269
C -1.8595 7.8140 -6.1282 -0.742
N 1.4006 6.5388 -2.7909 -0.665
H 1.0875 5.0075 -5.2370 0.265
H 2.6868 5.6860 -4.7748 0.444
H 1.7636 6.3259 -6.1310 0.306
H 1.6758 7.8741 -4.2969 0.217
H -0.6218 7.9314 -3.6708 0.330
H -1.0029 6.2542 -4.1233 0.374
H -1.9006 7.7597 -7.2161 0.243
H -2.2105 8.7807 -5.7672 0.282
H -2.5961 7.1084 -5.7440 0.304
H 0.6955 5.8643 -2.5300 0.251
H 2.3147 6.1195 -2.8837 0.272
C -4.0437 -3.6686 6.6895 -0.765
O -3.8424 -2.3547 6.1313 -0.365
C -3.3496 -2.3554 4.8693 -0.442
C -3.2710 -0.9296 4.2946 -0.919
N -4.4702 -0.1590 4.3581 -0.357
C -5.4002 -0.6730 3.3044 -0.484
C -6.8437 -0.2333 3.4244 -0.661
O -6.7696 1.1629 3.0277 -0.244
C -8.0195 1.8532 2.9119 -0.741
H -4.0115 -3.5535 7.7729 0.245
H -3.3401 -4.4160 6.3227 0.340
H -5.0215 -4.0796 6.4381 0.297
H -3.8744 -3.0394 4.2023 0.369
H -2.3528 -2.7842 4.9727 0.478
H -2.7578 -0.9375 3.3330 0.392
H -2.6763 -0.3598 5.0086 0.370
H -4.7175 -0.4924 5.2788 0.352
H -5.3600 -1.7619 3.3293 0.334
H -5.0500 -0.5042 2.2861 0.325
H -7.2411 -0.4030 4.4251 0.350
H -7.4081 -0.7899 2.6763 0.350
H -8.5235 1.3980 2.0594 0.303
H -7.8177 2.9025 2.6967 0.207
H -8.6447 1.7648 3.8005 0.303
C 5.5299 -2.5870 -2.6101 -1.715
C 4.2190 -3.1971 -2.1548 1.465
C 4.3552 -4.7127 -2.0719 -1.200
C 5.0383 -5.1917 -0.7390 -0.827
C 4.2943 -4.5968 0.4425 -1.061
C 4.0407 -3.0542 0.4405 1.744
N 3.6147 -2.6511 -0.9319 0.418
O 3.3257 -1.2969 -1.0193 -0.495
C 2.9344 -2.7329 1.4016 -1.944
C 5.3246 -2.4292 0.8959 -1.893
C 3.1748 -2.9626 -3.2675 -2.069
H 5.8092 -2.8321 -3.6349 0.443
H 5.4133 -1.5084 -2.7153 0.392
H 6.3373 -2.7709 -1.9013 0.311
H 3.3747 -5.1287 -2.3033 0.438
H 4.9732 -5.0170 -2.9167 0.424
H 5.0203 -6.2808 -0.6994 0.402
H 6.1039 -4.9627 -0.7281 0.360
H 5.0577 -4.8427 1.1806 0.337
H 3.4049 -5.1588 0.7274 0.363
H 2.0743 -3.3780 1.2221 0.416
H 2.5777 -1.7030 1.4137 0.402
H 3.1506 -2.9491 2.4478 0.412
H 5.0890 -1.3713 0.7806 0.385
H 6.2258 -2.6677 0.3309 0.342
H 5.4387 -2.6087 1.9649 0.484
H 3.5054 -3.3910 -4.2137 0.432
H 2.1558 -3.2795 -3.0453 0.441
H 3.1008 -1.9099 -3.5403 0.446
H 2.3668 -1.3230 -0.9810 0.346
```

Results
total charge: +1
E_tot: -107120.394 eV
Kohn-Sham gap (alpha / beta): 0.1067 / 0.0976 Ha
spin multiplicity: 2
⟨S²⟩: 0.75